Density functional theory data (wB97M-V/def2-TZVPD) for a structure of composition C25H33BBr2Cl2HgI2N10Si.

ORCA input file:
```
! wB97M-V def2-TZVPD RIJCOSX def2/J DEFGRID3
* xyz -1 2
Hg 0.06 -0.84 0.36
B -1.93 0.06 3.46
N -2.13 -1.35 2.85
C -2.88 -2.31 3.40
C -3.01 -3.35 2.50
C -2.27 -2.93 1.39
N -1.76 -1.73 1.61
N -0.53 0.71 3.16
C 0.01 1.60 4.01
C 1.13 2.16 3.43
C 1.22 1.54 2.19
N 0.21 0.68 2.03
H -1.98 -0.07 4.66
H -2.79 0.81 3.06
H -3.27 -2.19 4.40
H -3.53 -4.28 2.64
H -2.08 -3.44 0.46
H -0.46 1.77 4.96
H 1.79 2.90 3.85
H 1.95 1.66 1.42
Cl -1.65 -0.16 -6.87
C -1.92 -0.40 -5.20
Cl -1.08 -0.87 -1.86
H -1.38 -1.19 -4.72
H -2.82 0.03 -4.80
N -4.38 1.25 -2.85
N -3.94 1.09 -1.54
N -4.47 0.21 -0.73
C -3.78 0.46 0.38
N -2.90 1.45 0.22
N -3.02 1.84 -1.03
H -4.58 0.31 -3.19
H -3.58 1.63 -3.36
H -3.91 -0.09 1.30
Br -0.30 -6.16 2.56
C 0.02 -4.62 3.67
C -0.43 -4.70 4.98
C -0.26 -3.61 5.82
C 0.36 -2.47 5.33
C 0.81 -2.43 4.02
C 0.65 -3.50 3.15
I 1.59 -3.29 1.05
H -0.92 -5.60 5.33
H -0.61 -3.66 6.84
H 0.49 -1.60 5.97
H 1.28 -1.52 3.65
C 4.70 -0.52 -2.78
Si 2.82 -0.52 -2.73
C 2.12 -1.15 -4.33
C 0.73 1.97 -3.63
H 5.06 0.01 -3.66
H 5.10 -1.54 -2.81
H 5.11 -0.03 -1.89
H 2.45 -0.53 -5.17
H 1.04 -1.14 -4.29
H 2.45 -2.18 -4.52
H 1.17 1.60 -4.55
H 0.42 3.01 -3.69
H -0.06 1.31 -3.27
C 3.23 -3.58 -1.85
C 2.48 -2.60 -0.99
N 2.26 -1.39 -1.30
H 2.55 -4.39 -2.11
H 4.04 -4.04 -1.27
H 3.64 -3.16 -2.77
Br 3.82 5.39 -2.75
C 2.07 5.43 -1.91
C 1.62 6.69 -1.53
C 0.37 6.78 -0.93
C -0.38 5.63 -0.73
C 0.12 4.40 -1.13
C 1.37 4.26 -1.75
I 2.26 1.96 -2.16
H 2.23 7.57 -1.68
H 0.00 7.75 -0.62
H -1.35 5.69 -0.25
H -0.48 3.51 -0.93
*
```

## Properties
HOMO-LUMO gap (spin up / spin down)	6.56 / 5.98	eV
highest occupied orbital energy (spin up / spin down)	-4.442 / -4.442	eV
DFT total energy	-235418.2772	eV
<S²>	0.7542

---

Density functional theory data (wB97M-V/def2-TZVPD) for a cluster of 18 separate species, C3H41NO17 in total in a non-equilibrium geometry.

ORCA input file:
```
! wB97M-V def2-TZVPD RIJCOSX def2/J DEFGRID3
* xyz 1 2
C -1.92 -1.18 -1.57
C -1.27 -0.03 -0.77
C 0.20 1.55 -1.87
N -0.06 0.40 -1.53
H -2.03 -1.93 -0.78
H -2.88 -0.91 -2.01
H -1.38 -1.72 -2.38
H -0.77 -0.47 0.10
H -1.95 0.72 -0.35
H -0.08 2.62 -1.90
H 1.16 1.56 -2.47
H 1.18 0.41 4.89
H 2.50 0.60 4.02
O 2.00 0.01 4.61
H 0.10 -2.88 -3.27
H -0.41 -4.35 -3.34
O -0.70 -3.44 -3.21
H 2.11 -1.40 -3.59
H 1.23 -0.70 -2.43
O 1.44 -1.51 -2.90
H 2.20 0.04 2.44
H 2.55 0.05 1.01
O 1.75 0.21 1.60
H 1.78 -2.40 2.11
H 1.15 -1.38 1.10
O 1.39 -2.32 1.22
H -1.45 3.68 -0.09
H -0.69 5.01 0.56
O -0.62 4.15 0.12
H -0.61 2.29 3.00
H -0.41 0.76 2.94
O -0.29 1.54 3.50
H -3.93 -0.66 3.11
H -2.98 0.33 3.58
O -3.63 0.23 2.87
H 1.02 3.24 0.31
H 1.69 1.89 0.94
O 1.85 2.80 0.55
H 2.39 -2.47 -1.71
H 2.25 -2.93 -0.25
O 2.89 -2.91 -1.00
H 3.82 -0.08 -0.68
H 3.69 -1.56 -0.20
O 3.85 -0.63 0.11
H -0.46 -3.90 -0.13
H -1.13 -4.00 -1.53
O -0.90 -4.51 -0.74
H -1.02 -2.22 2.60
H -0.34 -2.15 4.13
O -0.54 -1.76 3.28
H -1.42 0.81 -3.51
H -2.53 -0.12 -3.75
O -2.25 0.76 -4.01
H 4.56 1.99 -1.42
H 3.17 2.23 -0.63
O 3.62 1.90 -1.45
H -3.03 2.63 -0.36
H -3.25 3.41 -1.65
O -2.99 3.55 -0.72
H -4.97 1.81 0.34
H -4.10 1.29 1.43
O -4.07 1.44 0.47
*
```

## Properties
HOMO-LUMO gap (spin up / spin down)	8.55 / 4.03	eV
highest occupied orbital energy (spin up / spin down)	-13.420 / -13.420	eV
energy above the lowest of the compared OMol25 structures with the same formula, charge and spin	1.183	eV
DFT total energy	-40064.0877	eV
<S²>	0.7587

---

Density functional theory data (wB97M-V/def2-TZVPD) for a structure of composition C39H44PRe in a non-equilibrium geometry.

ORCA input file:
```
! wB97M-V def2-TZVPD RIJCOSX def2/J DEFGRID3
* xyz 1 4
C 1.33 -1.92 0.62
C 1.78 -1.10 -0.47
C 0.81 -1.21 -1.54
C -0.23 -2.11 -1.09
C 0.07 -2.50 0.26
Re -0.11 -0.44 0.15
C -1.74 1.88 -1.83
C -1.64 1.23 -0.44
H -1.50 1.99 0.34
C -2.26 0.00 -0.07
H -2.77 -0.63 -0.81
H -2.68 -0.07 0.94
C -2.71 3.06 -1.70
H -2.39 3.76 -0.92
H -2.80 3.62 -2.64
H -3.71 2.70 -1.44
C -2.32 0.92 -2.87
H -1.61 0.10 -3.09
H -3.25 0.48 -2.52
H -2.53 1.43 -3.82
C 3.07 -0.35 -0.54
H 3.20 0.26 0.35
H 3.91 -1.05 -0.59
H 3.10 0.30 -1.42
C 1.01 -0.70 -2.92
H 1.52 0.27 -2.89
H 1.64 -1.39 -3.51
H 0.07 -0.58 -3.45
C -1.31 -2.72 -1.93
H -1.39 -2.21 -2.89
H -1.10 -3.78 -2.12
H -2.28 -2.67 -1.42
C -0.70 -3.49 1.08
H -1.70 -3.65 0.66
H -0.19 -4.46 1.12
H -0.81 -3.13 2.11
C 2.12 -2.27 1.84
H 1.47 -2.52 2.68
H 2.76 -3.15 1.66
H 2.78 -1.44 2.13
C 0.70 2.65 -1.44
C -0.37 2.42 -2.31
C 1.98 2.93 -1.93
C -0.19 2.74 -3.66
H 0.54 2.56 -0.36
C 2.17 3.10 -3.31
H 2.81 3.04 -1.23
C 1.08 3.02 -4.17
H -1.06 2.76 -4.33
H 3.17 3.32 -3.69
H 1.20 3.21 -5.24
C -0.26 5.24 4.41
C -0.14 5.19 3.02
C -0.13 3.96 2.35
C -0.28 2.77 3.08
C -0.43 2.83 4.47
C -0.43 4.06 5.14
P -0.06 1.12 2.26
C 1.61 0.87 2.99
C 2.67 1.45 2.27
C 3.99 1.30 2.71
C 4.25 0.66 3.92
C 3.19 0.15 4.68
C 1.87 0.26 4.22
C -1.33 0.26 3.26
C -1.11 -1.04 3.74
C -2.17 -1.75 4.32
C -3.44 -1.17 4.41
C -3.66 0.13 3.93
C -2.61 0.83 3.34
H -0.24 6.20 4.94
H -0.03 6.12 2.45
H -0.02 3.92 1.27
H -0.56 1.92 5.05
H -0.57 4.08 6.23
H 2.47 2.00 1.35
H 4.81 1.70 2.10
H 5.27 0.57 4.28
H 3.38 -0.34 5.63
H 1.05 -0.12 4.83
H -0.11 -1.48 3.69
H -1.98 -2.75 4.71
H -4.26 -1.73 4.85
H -4.64 0.60 4.02
H -2.78 1.85 2.97
*
```

## Properties
HOMO-LUMO gap (spin up / spin down)	7.28 / 6.95	eV
highest occupied orbital energy (spin up / spin down)	-9.544 / -11.061	eV
energy above the lowest of the compared OMol25 structures with the same formula, charge and spin	0.000	eV
DFT total energy	-52568.1119	eV
<S²>	3.7642

---

Density functional theory data (wB97M-V/def2-TZVPD) for a structure of composition C45H37N7SbSn in a non-equilibrium geometry.

ORCA input file:
```
! wB97M-V def2-TZVPD RIJCOSX def2/J DEFGRID3
* xyz 1 1
Sn 0.68 -0.24 -1.85
C 3.17 1.36 -3.93
C 3.60 -0.09 -3.61
C 4.92 -0.49 -4.11
C 5.31 -1.76 -3.95
C 4.45 -2.65 -3.32
C 3.24 -2.19 -2.74
N 2.81 -0.91 -2.94
Sb 2.47 -3.78 -1.53
C 3.05 -3.31 0.52
C 3.85 -4.26 1.15
C 4.33 -4.00 2.41
C 4.05 -2.77 2.93
C 3.23 -1.89 2.23
C 2.70 -0.64 3.02
N 2.75 -2.18 1.04
C 0.30 -3.51 -1.42
C -0.47 -4.44 -0.76
C -1.88 -4.45 -0.90
C -2.43 -3.62 -1.87
C -1.61 -2.65 -2.46
C -2.16 -1.67 -3.42
N -0.29 -2.64 -2.25
H 4.08 1.89 -4.02
H 2.65 1.44 -4.88
H 2.60 1.77 -3.08
H 5.60 0.28 -4.57
H 6.27 -2.08 -4.37
H 4.75 -3.71 -3.19
H 4.11 -5.19 0.66
H 5.01 -4.76 2.80
H 4.40 -2.50 3.89
H 2.28 0.12 2.36
H 1.92 -0.99 3.78
H 3.45 -0.18 3.63
H -0.01 -5.10 -0.06
H -2.46 -5.21 -0.39
H -3.46 -3.65 -2.14
H -1.59 -1.78 -4.38
H -3.20 -1.97 -3.61
H -2.14 -0.66 -3.09
C -0.22 0.58 -6.15
C -0.52 1.94 -6.21
C -0.58 2.62 -5.02
C -0.38 1.95 -3.72
C 0.01 0.56 -3.68
C 0.04 -0.02 -4.94
C -0.48 2.69 -2.45
C -1.39 3.79 -2.41
C -1.65 4.36 -1.19
C -1.03 3.81 -0.06
C -1.35 4.33 1.20
C -0.89 3.71 2.31
C -0.23 2.46 2.19
C 0.13 1.93 0.96
C -0.25 2.65 -0.16
N 0.00 2.10 -1.40
H -0.16 0.00 -7.08
H -0.66 2.43 -7.16
H -0.64 3.68 -5.05
H 0.44 -1.03 -5.08
H -1.87 4.25 -3.35
H -2.27 5.25 -1.08
H -1.95 5.24 1.28
H -1.04 4.16 3.29
H -0.04 1.89 3.05
H 0.71 0.98 0.94
N -3.61 1.50 4.24
C -3.40 1.53 5.64
C -3.95 2.21 6.72
C -3.44 1.97 7.99
C -2.35 1.12 8.15
C -1.88 0.39 7.11
C -2.34 0.65 5.84
N -1.88 0.12 4.64
C -2.62 0.67 3.74
C -2.49 0.40 2.32
C -2.95 1.18 1.30
C -2.80 0.77 -0.02
N -2.11 -0.29 -0.33
C -1.70 -1.14 0.64
C -1.88 -0.78 1.95
H -3.93 2.28 3.65
H -4.79 2.86 6.70
H -3.75 2.56 8.85
H -1.92 0.98 9.21
H -1.10 -0.37 7.22
H -3.33 2.14 1.60
H -3.20 1.45 -0.79
H -1.16 -2.04 0.30
H -1.52 -1.43 2.72
*
```

## Properties
HOMO-LUMO gap	7.28	eV
highest occupied orbital energy	-10.161	eV
DFT total energy	-70058.7739	eV

---

Density functional theory data (wB97M-V/def2-TZVPD) for a structure of composition C23H31AsCl5FeO4P in a non-equilibrium geometry.

ORCA input file:
```
! wB97M-V def2-TZVPD RIJCOSX def2/J DEFGRID3
* xyz 1 6
Fe 0.35 0.98 -0.17
Cl 0.97 3.42 -0.19
C 0.92 2.98 1.53
C 0.48 1.71 1.78
C 0.40 1.29 3.08
Cl -0.18 -0.31 3.44
C 0.78 2.15 4.12
Cl 0.70 1.62 5.74
C 1.23 3.44 3.83
Cl 1.69 4.50 5.09
C 1.31 3.88 2.50
Cl 1.84 5.46 2.09
C 3.50 -4.13 0.83
C 2.20 -3.52 0.35
C 1.12 -3.60 1.41
C 1.75 -4.12 -0.97
O 2.52 -2.07 0.19
P 1.82 -1.04 -0.72
O 2.21 0.38 -0.27
O 0.29 -1.01 -0.60
O 2.18 -1.31 -2.21
C 3.43 -0.99 -2.93
C 3.38 0.48 -3.33
C 4.63 -1.29 -2.06
C 3.39 -1.89 -4.15
H 3.34 -5.17 1.11
H 3.88 -3.60 1.70
H 4.26 -4.10 0.04
H 0.93 -4.64 1.67
H 0.19 -3.16 1.04
H 1.43 -3.07 2.31
H 1.53 -5.18 -0.80
H 2.53 -4.04 -1.73
H 0.84 -3.65 -1.34
H 3.36 1.13 -2.45
H 2.49 0.67 -3.93
H 4.26 0.73 -3.92
H 4.62 -0.73 -1.12
H 5.54 -1.01 -2.60
H 4.69 -2.35 -1.83
H 2.49 -1.69 -4.74
H 3.39 -2.93 -3.85
H 4.26 -1.70 -4.78
C -3.50 -0.78 0.82
As -2.10 0.51 0.57
C -2.24 0.85 -1.36
C -2.80 2.18 1.29
C -4.22 2.44 0.88
C -5.28 1.95 1.65
C -6.59 2.17 1.27
C -6.87 2.90 0.11
C -5.83 3.40 -0.65
C -4.51 3.18 -0.26
H -4.40 -0.34 0.40
H -3.63 -0.97 1.88
H -3.24 -1.70 0.31
H -3.23 1.24 -1.60
H -2.03 -0.07 -1.90
H -1.53 1.62 -1.73
H -2.13 2.97 0.94
H -2.69 2.12 2.38
H -5.07 1.40 2.56
H -7.40 1.79 1.87
H -7.90 3.08 -0.18
H -6.03 3.98 -1.54
H -3.70 3.59 -0.85
*
```

## Properties
HOMO-LUMO gap (spin up / spin down)	8.79 / 6.87	eV
highest occupied orbital energy (spin up / spin down)	-11.321 / -11.629	eV
energy above the lowest of the compared OMol25 structures with the same formula, charge and spin	0.759	eV
DFT total energy	-199667.8565	eV
<S²>	8.7655

---

Density functional theory data (wB97M-V/def2-TZVPD) for a cluster of 2 separate species, C2H5O2S in total in a non-equilibrium geometry.

ORCA input file:
```
! wB97M-V def2-TZVPD RIJCOSX def2/J DEFGRID3
* xyz 0 2
C 2.45 -0.20 0.66
S 1.14 -0.31 -0.55
H 2.14 -0.19 1.71
H 3.06 0.66 0.34
H 3.09 -1.08 0.65
O -3.50 1.29 -0.63
C -2.80 0.32 -0.68
O -1.94 -0.07 0.28
H -2.59 -0.18 -1.64
H -1.07 -0.24 -0.13
*
```

## Properties
HOMO-LUMO gap (spin up / spin down)	10.80 / 7.12	eV
highest occupied orbital energy (spin up / spin down)	-10.156 / -9.784	eV
energy above the lowest of the compared OMol25 structures with the same formula, charge and spin	0.477	eV
DFT total energy	-17083.5077	eV
<S²>	0.7527

---

Density functional theory data (wB97M-V/def2-TZVPD) for the molecule C20H23F2NO in a non-equilibrium geometry.

ORCA input file:
```
! wB97M-V def2-TZVPD RIJCOSX def2/J DEFGRID3
* xyz 0 1
F -1.49 2.20 -4.07
F 0.01 4.58 0.13
O 1.85 -4.28 -0.56
C -2.14 1.51 -1.90
C -0.70 0.21 -3.20
C 1.41 1.28 -0.11
C 0.32 1.55 2.09
C -2.13 0.53 -0.84
C -0.51 -0.65 -2.11
C -1.53 1.28 -3.11
C 0.33 3.33 0.51
C 1.12 2.55 -0.40
C -0.07 2.82 1.70
C 1.06 0.74 1.16
C -1.22 -0.47 -0.88
N 0.46 -1.71 0.70
C 1.55 3.06 -1.75
C -0.76 3.63 2.71
C 1.31 -0.73 1.41
C 1.87 -3.85 0.88
C -0.70 -3.70 0.61
C -1.53 -2.72 -0.19
C 0.55 -3.10 1.27
C -0.92 -1.38 0.23
H 1.64 -3.58 -1.10
H -2.87 2.42 -1.86
H -0.14 -0.12 -4.03
H 1.95 0.57 -0.79
H 0.05 1.15 3.11
H -2.65 0.74 0.02
H 0.23 -1.49 -2.07
H 0.71 3.39 -2.41
H 2.10 4.03 -1.70
H 2.11 2.20 -2.21
H -1.55 3.21 3.34
H -1.24 4.46 2.21
H -0.05 4.03 3.50
H 1.33 -0.90 2.52
H 2.35 -0.76 1.00
H 2.75 -3.21 0.84
H 2.01 -4.61 1.69
H -0.56 -4.57 0.09
H -1.26 -4.02 1.44
H -1.32 -2.84 -1.37
H -2.66 -2.85 0.01
H 0.41 -3.04 2.45
H -1.47 -0.92 1.02
*
```

## Properties
HOMO-LUMO gap	9.31	eV
SMILES string	Cc1cc(CN2[C@H](CO)CC[C@@H]2c2ccc(F)cc2)cc(C)c1F
highest occupied orbital energy	-8.597	eV
energy above the lowest of the compared OMol25 structures with the same formula, charge and spin	2.889	eV
DFT total energy	-30082.9298	eV

---

Density functional theory data (wB97M-V/def2-TZVPD) for the molecule C3H2N2 in a non-equilibrium geometry.

ORCA input file:
```
! wB97M-V def2-TZVPD RIJCOSX def2/J DEFGRID3
* xyz 0 1
C -0.16 0.42 -0.20
C -2.79 -0.14 -1.52
C -0.45 -0.44 0.77
N -2.12 -0.62 -0.68
N -0.84 -1.06 -0.33
H 0.02 0.86 -1.13
H -0.31 -0.49 1.82
*
```

## Properties
HOMO-LUMO gap	10.65	eV
highest occupied orbital energy	-10.021	eV
energy above the lowest of the compared OMol25 structures with the same formula, charge and spin	6.110	eV
DFT total energy	-6116.3758	eV

---

Density functional theory data (wB97M-V/def2-TZVPD) for the ion C3H6NO4 with charge +1 in a non-equilibrium geometry.

ORCA input file:
```
! wB97M-V def2-TZVPD RIJCOSX def2/J DEFGRID3
* xyz 1 1
C 1.63 0.11 -0.12
C 0.31 0.73 0.17
C -1.59 -0.80 -0.02
N 1.74 -1.28 0.31
O 2.50 -2.02 -0.26
O -0.80 0.07 -0.52
O -2.44 -1.48 -0.76
O -1.58 -0.89 1.26
H 1.98 0.13 -1.10
H 2.43 0.67 0.49
H 0.02 0.58 1.15
H 0.40 1.82 -0.29
H -2.30 -1.27 -1.72
H -2.21 -1.56 1.57
*
```

## Properties
HOMO-LUMO gap	8.90	eV
highest occupied orbital energy	-13.023	eV
energy above the lowest of the compared OMol25 structures with the same formula, charge and spin	0.000	eV
DFT total energy	-12877.8842	eV

---

Density functional theory data (wB97M-V/def2-TZVPD) for a structure of composition C5H10ClN in a non-equilibrium geometry.

ORCA input file:
```
! wB97M-V def2-TZVPD RIJCOSX def2/J DEFGRID3
* xyz 0 1
C -0.27 1.80 -0.28
C 0.23 0.78 0.77
C -0.33 -0.45 0.95
C -1.43 -1.15 -0.01
C 1.86 -0.64 -0.66
H -1.18 2.31 0.14
H -0.94 1.21 -0.97
H 0.57 2.35 -0.69
H 0.09 1.28 1.75
H -0.64 -1.14 1.77
H -0.88 -1.24 -1.05
H -1.57 -2.04 0.38
H 2.61 0.32 -0.62
H 2.50 -1.76 -0.10
H 1.13 -1.18 -1.84
N 1.07 -0.35 0.55
Cl -2.83 -0.09 -0.09
*
```

## Properties
HOMO-LUMO gap	9.21	eV
highest occupied orbital energy	-8.543	eV
energy above the lowest of the compared OMol25 structures with the same formula, charge and spin	6.722	eV
DFT total energy	-19352.9675	eV

---

Density functional theory data (wB97M-V/def2-TZVPD) for the molecule CH3BrO in a non-equilibrium geometry.

ORCA input file:
```
! wB97M-V def2-TZVPD RIJCOSX def2/J DEFGRID3
* xyz 0 1
C -0.09 -0.46 -0.08
O 0.73 0.99 -0.20
Br -1.90 -0.15 -0.27
H 0.45 -0.90 -0.92
H 0.15 -1.00 0.76
H 0.65 1.51 0.70
*
```

## Properties
HOMO-LUMO gap	11.37	eV
SMILES string	OCBr
highest occupied orbital energy	-10.478	eV
energy above the lowest of the compared OMol25 structures with the same formula, charge and spin	0.990	eV
DFT total energy	-73174.1251	eV

---

Density functional theory data (wB97M-V/def2-TZVPD) for a cluster of 2 separate species, C4H9P in total in a non-equilibrium geometry.

ORCA input file:
```
! wB97M-V def2-TZVPD RIJCOSX def2/J DEFGRID3
* xyz 0 1
C 1.18 -0.98 -1.02
C 0.27 1.24 1.13
C -1.47 0.05 -0.13
C -0.23 0.76 -0.20
P 1.04 -2.43 -0.17
H 1.80 -0.65 -1.79
H -0.64 1.56 1.71
H 1.15 1.93 1.11
H 0.61 0.28 1.55
H -2.22 0.77 0.26
H -1.90 -0.18 -1.11
H -1.42 -0.84 0.63
H -0.10 1.49 -0.97
H 1.92 -3.01 -1.01
*
```

## Properties
HOMO-LUMO gap	8.98	eV
highest occupied orbital energy	-8.391	eV
energy above the lowest of the compared OMol25 structures with the same formula, charge and spin	3.296	eV
DFT total energy	-13578.0040	eV

---

The lowest DFT total energy belongs to which entry? C25H33BBr2Cl2HgI2N10Si

---

The lowest DFT total energy belongs to which entry? C25H33BBr2Cl2HgI2N10Si

---

Look up the DFT total energy of the ninth one. -12877.8842 eV

---

What is the DFT total energy in the twelfth record? -13578.0040 eV